(1)
{"formula": "C40H80O18S8", "method": "the ωB97M-V functional and the def2-TZVPD basis", "elements": ["O", "S", "O", "C", "C", "C", "C", "H", "H", "H", "H", "H", "H", "H", "H", "O", "S", "O", "C", "C", "C", "C", "H", "H", "H", "H", "H", "H", "H", "H", "O", "S", "O", "C", "C", "C", "C", "H", "H", "H", "H", "H", "H", "H", "H", "O", "S", "O", "C", "C", "C", "C", "H", "H", "H", "H", "H", "H", "H", "H", "O", "S", "O", "C", "C", "C", "C", "H", "H", "H", "H", "H", "H", "H", "H", "O", "S", "O", "C", "C", "C", "C", "H", "H", "H", "H", "H", "H", "H", "H", "O", "S", "O", "C", "C", "C", "C", "H", "H", "H", "H", "H", "H", "H", "H", "O", "S", "O", "C", "C", "C", "C", "H", "H", "H", "H", "H", "H", "H", "H", "C", "C", "C", "O", "C", "H", "H", "H", "H", "H", "H", "H", "H", "C", "C", "C", "O", "C", "H", "H", "H", "H", "H", "H", "H", "H"], "coordinates": [[3.128, 3.055, -1.946], [3.523, 4.210, -2.767], [4.916, 4.619, -3.051], [2.651, 4.139, -4.450], [2.300, 5.585, -4.799], [1.644, 6.186, -3.464], [2.447, 5.727, -2.203], [1.758, 3.514, -4.430], [3.327, 3.564, -5.082], [3.182, 6.150, -5.101], [1.578, 5.762, -5.596], [0.600, 5.898, -3.339], [1.562, 7.267, -3.577], [1.792, 5.187, -1.520], [2.983, 6.479, -1.624], [2.146, -3.123, 7.207], [1.059, -2.858, 6.217], [-0.110, -3.716, 6.081], [0.612, -1.129, 6.564], [0.476, -0.474, 5.119], [1.771, -1.039, 4.418], [1.798, -2.532, 4.585], [1.378, -0.704, 7.213], [-0.303, -1.163, 7.157], [-0.388, -0.828, 4.556], [0.482, 0.615, 5.065], [2.619, -0.493, 4.830], [1.670, -0.886, 3.343], [2.793, -2.958, 4.459], [1.090, -2.952, 3.870], [1.066, -3.881, 1.059], [2.270, -4.508, 1.599], [2.307, -5.173, 2.896], [2.969, -5.620, 0.318], [4.401, -5.082, 0.103], [4.321, -3.573, 0.077], [3.658, -3.202, 1.434], [2.337, -5.440, -0.552], [2.952, -6.686, 0.542], [5.104, -5.504, 0.822], [4.830, -5.356, -0.861], [3.666, -3.255, -0.733], [5.241, -2.990, 0.043], [3.114, -2.262, 1.516], [4.292, -3.388, 2.301], [-5.393, 7.071, -0.583], [-4.420, 6.159, -1.159], [-3.922, 6.281, -2.507], [-2.931, 6.053, 0.026], [-2.759, 4.511, 0.255], [-4.134, 3.795, 0.222], [-4.965, 4.363, -0.917], [-3.382, 6.495, 0.915], [-2.082, 6.652, -0.303], [-2.141, 4.143, -0.564], [-2.257, 4.360, 1.211], [-4.657, 3.943, 1.167], [-3.969, 2.728, 0.068], [-6.053, 4.383, -0.856], [-4.661, 3.855, -1.832], [-1.423, -2.760, 3.224], [-2.519, -3.771, 3.088], [-3.855, -3.217, 3.314], [-2.242, -4.663, 1.476], [-1.728, -6.084, 1.780], [-1.197, -6.154, 3.194], [-2.199, -5.305, 4.019], [-1.590, -4.052, 0.852], [-3.169, -4.733, 0.908], [-2.642, -6.668, 1.675], [-0.943, -6.454, 1.119], [-0.303, -5.541, 3.304], [-1.043, -7.173, 3.548], [-1.939, -5.046, 5.046], [-3.127, -5.877, 4.019], [2.503, -3.040, -7.331], [3.444, -2.089, -6.657], [4.880, -2.319, -6.448], [3.119, -0.331, -7.361], [2.672, 0.573, -6.198], [2.067, -0.324, -5.081], [2.827, -1.665, -5.014], [2.320, -0.545, -8.071], [3.917, -0.003, -8.027], [3.585, 1.048, -5.838], [1.949, 1.359, -6.415], [1.051, -0.542, -5.410], [2.062, 0.151, -4.100], [2.373, -2.555, -4.579], [3.777, -1.482, -4.512], [1.997, -0.404, 0.656], [0.930, -0.612, -0.328], [1.142, -1.627, -1.342], [-0.694, -0.789, 0.490], [-1.255, 0.598, 0.525], [-0.900, 1.304, -0.801], [0.575, 1.051, -1.120], [-0.493, -1.380, 1.383], [-1.105, -1.438, -0.283], [-2.284, 0.609, 0.884], [-0.729, 1.135, 1.315], [-1.070, 2.378, -0.723], [-1.524, 0.978, -1.633], [1.251, 1.689, -0.552], [0.906, 1.136, -2.155], [-4.166, -2.340, -5.686], [-2.804, -1.814, -5.703], [-2.516, -0.532, -6.257], [-2.134, -1.863, -3.971], [-0.845, -2.727, -4.069], [-1.013, -3.771, -5.156], [-1.518, -3.046, -6.407], [-2.894, -2.505, -3.526], [-2.123, -0.885, -3.489], [-0.004, -2.065, -4.277], [-0.636, -3.032, -3.044], [-1.663, -4.590, -4.848], [-0.045, -4.252, -5.290], [-1.863, -3.590, -7.286], [-0.732, -2.360, -6.723], [-4.825, 1.976, 4.859], [-4.507, 1.032, 3.713], [-3.000, 1.103, 3.653], [-2.549, 1.436, 4.941], [-3.664, 1.853, 5.789], [-5.726, 1.531, 5.280], [-5.024, 3.020, 4.619], [-4.894, 1.326, 2.738], [-4.799, 0.025, 4.011], [-2.775, 1.880, 2.922], [-2.580, 0.169, 3.279], [-3.353, 2.781, 6.269], [-3.811, 1.063, 6.525], [2.028, 2.559, 2.741], [1.151, 3.377, 1.852], [0.139, 3.919, 2.989], [0.923, 3.942, 4.133], [2.251, 3.298, 4.044], [2.860, 2.352, 2.068], [1.558, 1.618, 3.026], [0.568, 2.862, 1.088], [1.717, 4.189, 1.395], [-0.695, 3.217, 2.963], [-0.221, 4.911, 2.718], [2.487, 2.534, 4.785], [3.034, 4.057, 4.051]], "mulliken_charge": [-0.3874, 0.8763, -0.6475, -0.5599, -0.7415, -0.7714, -0.1964, 0.2214, 0.4445, 0.3327, 0.3738, 0.3234, 0.3733, -0.0853, 0.4448, -0.7364, 1.0196, -0.5374, -0.9969, 0.0749, 0.0086, 0.4198, 0.3787, 0.5164, -0.3260, 0.4579, 0.4194, -0.4470, 0.5322, -0.6627, -0.3349, 1.0984, -0.7996, -0.8678, -0.8051, -0.3306, -0.3774, 0.3317, 0.4669, 0.3345, 0.4048, 0.0789, 0.4351, -0.1270, 0.4923, -0.6270, 1.0771, -0.6290, -1.0335, 0.2202, -0.3643, -0.8599, 0.4168, 0.5008, 0.0330, 0.0378, 0.3040, 0.1372, 0.4602, 0.3461, -0.5260, 1.0288, -0.8046, -0.1478, -0.7367, -0.1288, -0.9980, -0.3115, 0.6037, 0.3755, 0.3438, -0.0695, 0.4489, 0.4108, 0.4174, -0.6333, 1.0796, -0.6654, -0.9192, -0.6766, 0.1566, -0.7516, 0.3940, 0.4755, 0.2157, 0.4246, 0.1511, 0.0433, 0.4161, 0.3874, -0.7470, 1.1790, -0.4243, -0.8154, 0.6451, -0.0641, -0.3761, 0.0648, 0.3324, 0.5623, -0.4414, -0.4063, 0.2860, 0.1124, 0.0007, -0.6564, 1.0913, -0.6452, -0.7084, 0.6459, -0.7760, -0.6231, 0.4532, 0.1707, -0.6361, 0.2034, 0.3363, 0.3961, 0.4847, 0.1885, -0.6138, -0.5680, 1.5401, -0.4600, -0.5220, 0.3613, 0.2359, 0.3334, 0.2720, -0.8379, -0.2424, 0.2953, 0.2972, 0.3539, 0.0222, 0.3756, -0.5362, -0.6150, 0.5745, -0.5472, -0.5386, 0.3748, -0.4405, 0.3232, 0.2718, 0.3124], "homo_lumo_gap_ev": 9.521, "smiles": "O=S1(=O)CCCC1.O=S1(=O)CCCC1.O=S1(=O)CCCC1.O=S1(=O)CCCC1.O=S1(=O)CCCC1.O=S1(=O)CCCC1.O=S1(=O)CCCC1.O=S1(=O)CCCC1.C1CCOC1.C1CCOC1", "largest_force_ev_per_a": 3.32, "e_lumo_ev": -0.19, "energy_ev": -166307.3300, "homo_energy_ev": -9.708}

(2)
{"formula": "C3H8N2S", "method": "the ωB97M-V functional and the def2-TZVPD basis", "elements": ["C", "C", "N", "C", "N", "S", "H", "H", "H", "H", "H", "H", "H", "H"], "coordinates": [[-2.463, -0.169, -0.327], [-0.989, -0.250, 0.128], [-0.220, 1.010, 0.124], [0.999, 1.079, -0.106], [1.871, -0.039, -0.014], [3.611, -0.089, -0.200], [-2.714, 0.280, -1.196], [-2.942, 0.135, 0.634], [-2.883, -1.211, -0.311], [-0.840, -0.666, 1.265], [-0.393, -0.943, -0.617], [1.546, 2.053, -0.381], [1.527, -0.905, -0.070], [3.889, -0.285, 1.072]], "nbo_charge": [-0.6142, -0.2326, -0.4921, 0.2909, -0.7730, 0.1706, 0.2182, 0.2161, 0.2085, 0.1971, 0.1531, 0.1805, 0.3783, 0.0986], "homo_lumo_gap_ev": 9.720, "smiles": "CC/N=C\\NS", "largest_force_ev_per_a": 6.55, "de_lowest_kj_mol": 267.6, "e_lumo_ev": 0.76, "energy_ev": -17053.9571, "homo_energy_ev": -8.959}

(3)
{"formula": "C22H56N6O5", "method": "the ωB97M-V functional and the def2-TZVPD basis", "elements": ["C", "C", "C", "C", "C", "C", "C", "C", "C", "N", "O", "H", "H", "H", "H", "H", "H", "H", "H", "H", "H", "H", "H", "H", "H", "H", "H", "H", "H", "H", "C", "O", "C", "C", "C", "N", "H", "H", "H", "H", "H", "H", "H", "H", "H", "H", "H", "C", "O", "C", "C", "C", "N", "H", "H", "H", "H", "H", "H", "H", "H", "H", "H", "H", "C", "O", "C", "C", "C", "N", "H", "H", "H", "H", "H", "H", "H", "H", "H", "H", "H", "N", "C", "N", "O", "H", "H", "H", "H"], "coordinates": [[2.602, -1.825, -0.355], [4.102, -2.121, -0.340], [4.356, -3.620, -0.521], [4.711, -1.405, -1.552], [4.968, 0.096, -1.359], [5.679, 0.378, -0.046], [5.099, -0.304, 1.188], [6.202, -0.259, 2.244], [3.891, 0.501, 1.701], [4.754, -1.672, 0.872], [4.300, -2.390, 2.001], [2.131, -2.150, 0.586], [2.332, -0.776, -0.491], [2.042, -2.406, -1.094], [3.817, -4.209, 0.221], [3.986, -3.873, -1.516], [5.422, -3.821, -0.425], [5.644, -1.921, -1.810], [4.054, -1.489, -2.420], [5.589, 0.447, -2.184], [3.996, 0.587, -1.458], [5.566, 1.460, 0.112], [6.757, 0.280, -0.195], [7.035, -0.917, 1.993], [5.813, -0.519, 3.235], [6.582, 0.757, 2.359], [3.286, -0.180, 2.309], [3.236, 0.889, 0.920], [4.194, 1.301, 2.378], [5.105, -2.750, 2.385], [1.064, 0.556, 5.621], [0.362, 1.468, 4.826], [0.986, 1.743, 3.571], [0.258, 2.915, 2.956], [-1.222, 2.629, 2.719], [0.965, 3.223, 1.711], [1.169, -0.410, 5.101], [0.470, 0.429, 6.522], [2.085, 0.879, 5.860], [2.046, 1.972, 3.704], [0.845, 0.820, 2.990], [0.390, 3.757, 3.639], [-1.844, 3.500, 2.930], [-1.562, 1.856, 3.420], [-1.448, 2.232, 1.729], [0.620, 4.024, 1.200], [0.885, 2.433, 1.078], [-1.751, 3.885, -1.775], [-2.591, 3.304, -2.727], [-3.943, 3.635, -2.545], [-4.761, 2.937, -3.595], [-4.342, 3.396, -5.006], [-6.180, 3.133, -3.342], [-1.927, 3.512, -0.753], [-1.888, 4.971, -1.662], [-0.719, 3.696, -2.056], [-4.241, 3.285, -1.538], [-4.107, 4.723, -2.509], [-4.525, 1.870, -3.550], [-4.345, 4.484, -5.090], [-5.084, 3.015, -5.712], [-3.369, 2.989, -5.274], [-6.372, 4.018, -2.885], [-6.747, 3.147, -4.179], [-5.774, -3.807, -2.328], [-5.037, -3.616, -1.149], [-3.660, -3.833, -1.319], [-2.962, -3.495, -0.027], [-3.295, -4.450, 1.110], [-3.187, -2.059, 0.331], [-5.517, -3.092, -3.108], [-6.838, -3.831, -2.091], [-5.627, -4.844, -2.681], [-3.434, -4.869, -1.605], [-3.271, -3.212, -2.141], [-1.889, -3.543, -0.253], [-2.497, -4.553, 1.844], [-3.507, -5.454, 0.732], [-4.211, -4.147, 1.623], [-4.197, -1.949, 0.200], [-3.129, -2.014, 1.348], [-1.865, 0.727, -1.105], [-0.626, 0.377, -0.638], [-0.542, -0.895, -0.150], [0.321, 1.157, -0.630], [-2.647, 0.169, -0.807], [-1.965, 1.690, -1.380], [0.334, -1.147, 0.265], [-1.410, -1.423, -0.156]], "mulliken_charge": [-2.2824, 1.8613, -2.0326, -1.2979, -0.6022, -1.2624, 2.2082, -2.3557, -2.1372, 0.3322, -0.4948, 0.4955, 0.4418, 0.3968, 0.3946, 0.3749, 0.5162, 0.4457, 0.3960, 0.3952, 0.1862, 0.3875, 0.4474, 0.5062, 0.4743, 0.4219, 0.4556, 0.2650, 0.5391, 0.3512, -0.7222, -0.3768, -0.3552, 0.2725, -1.0525, -0.5756, 0.2797, 0.2642, 0.2819, 0.3935, 0.1312, 0.3992, 0.2995, 0.3292, 0.1013, 0.2582, 0.1061, -0.9684, -0.3827, -0.6410, 0.4991, -1.3764, -0.6385, 0.4168, 0.3684, 0.2777, 0.3305, 0.4312, 0.1352, 0.2958, 0.4196, 0.3359, 0.2391, 0.2407, -0.7862, -0.3423, -0.9551, 0.7236, -1.5388, -0.6816, 0.2966, 0.2637, 0.3121, 0.4552, 0.4239, 0.1436, 0.3954, 0.3932, 0.3732, 0.3321, 0.1694, -0.1774, 0.5201, -0.0405, -0.7317, 0.1362, 0.0889, 0.0674, 0.3140], "homo_lumo_gap_ev": 8.475, "smiles": "CC1(C)CCCC(C)(C)N1O.COC[C@H](C)N.COC[C@H](C)N.COC[C@H](C)N.NC(N)=O", "largest_force_ev_per_a": 1.78, "de_lowest_kj_mol": 51.6, "e_lumo_ev": 0.55, "energy_ev": -42898.7771, "homo_energy_ev": -7.928}

(4)
{"formula": "C5H14", "method": "the ωB97M-V functional and the def2-TZVPD basis", "elements": ["C", "C", "C", "H", "H", "H", "H", "H", "H", "H", "H", "C", "C", "H", "H", "H", "H", "H", "H"], "coordinates": [[-0.465, -1.059, -0.762], [-1.779, -1.857, -0.611], [-2.701, -1.306, 0.446], [-0.036, -0.905, 0.233], [-0.531, -0.090, -1.252], [0.241, -1.751, -1.208], [-2.240, -2.009, -1.583], [-1.408, -2.818, -0.245], [-2.334, -1.347, 1.482], [-3.020, -0.283, 0.249], [-3.601, -1.912, 0.629], [2.888, 1.746, 0.697], [1.598, 2.102, -0.033], [3.262, 2.638, 1.204], [2.741, 0.924, 1.404], [3.664, 1.333, 0.056], [1.603, 3.114, -0.448], [1.411, 1.420, -0.857], [0.707, 2.061, 0.599]], "nbo_charge": [-0.6053, -0.3981, -0.6160, 0.1988, 0.2037, 0.2070, 0.2005, 0.1928, 0.2056, 0.2017, 0.2090, -0.6119, -0.6099, 0.2046, 0.2035, 0.2047, 0.2024, 0.2030, 0.2039], "homo_lumo_gap_ev": 12.511, "smiles": "CCC.CC", "largest_force_ev_per_a": 1.47, "de_lowest_kj_mol": 35.3, "e_lumo_ev": 1.11, "energy_ev": -5411.6839, "homo_energy_ev": -11.398}

(5)
{"formula": "C15H48O9", "method": "the ωB97M-V functional and the def2-TZVPD basis", "elements": ["C", "O", "H", "H", "H", "H", "C", "O", "H", "H", "H", "H", "C", "O", "H", "H", "H", "H", "C", "C", "O", "H", "H", "H", "H", "H", "H", "C", "C", "O", "H", "H", "H", "H", "H", "H", "C", "C", "O", "H", "H", "H", "H", "H", "H", "C", "C", "O", "H", "H", "H", "H", "H", "H", "C", "C", "O", "H", "H", "H", "H", "H", "H", "C", "C", "O", "H", "H", "H", "H", "H", "H"], "coordinates": [[6.080, 19.587, 3.319], [6.673, 18.706, 2.398], [5.657, 18.993, 4.129], [6.877, 20.196, 3.746], [5.336, 20.236, 2.857], [5.980, 18.303, 1.869], [3.706, 21.018, -0.071], [3.123, 22.297, -0.175], [3.073, 20.359, 0.524], [3.888, 20.464, -0.992], [4.635, 21.110, 0.492], [3.556, 22.720, -0.920], [-0.044, 22.879, 0.317], [-0.834, 24.058, 0.306], [0.677, 22.900, -0.500], [0.463, 22.798, 1.278], [-0.721, 22.029, 0.229], [-1.039, 24.253, -0.612], [7.334, 21.651, -1.944], [8.837, 21.443, -1.942], [9.120, 20.542, -3.010], [6.881, 20.661, -1.978], [6.900, 22.316, -2.690], [6.960, 22.018, -0.988], [9.140, 21.081, -0.960], [9.370, 22.376, -2.122], [10.055, 20.322, -3.027], [5.552, 24.707, 3.444], [5.538, 23.246, 3.080], [4.240, 22.895, 2.592], [6.518, 24.774, 3.945], [4.739, 24.898, 4.144], [5.423, 25.415, 2.625], [5.821, 22.571, 3.888], [6.223, 23.030, 2.260], [4.139, 23.070, 1.654], [5.426, 25.281, -3.603], [4.250, 24.533, -2.873], [4.803, 23.522, -2.073], [6.143, 24.708, -4.191], [5.942, 26.002, -2.970], [5.037, 25.966, -4.357], [3.713, 24.069, -3.700], [3.550, 25.202, -2.372], [5.175, 23.928, -1.287], [3.773, 20.936, -5.307], [4.968, 20.258, -4.587], [5.118, 19.001, -5.079], [3.702, 21.988, -5.031], [2.850, 20.443, -5.002], [3.981, 20.798, -6.368], [4.891, 20.235, -3.500], [5.918, 20.783, -4.687], [5.924, 18.711, -4.645], [1.166, 19.597, 2.891], [0.536, 18.343, 3.480], [-0.908, 18.585, 3.503], [1.019, 20.531, 3.434], [0.718, 19.895, 1.943], [2.240, 19.438, 2.794], [0.930, 18.232, 4.490], [0.763, 17.508, 2.817], [-1.167, 18.610, 2.579], [1.524, 18.373, -0.909], [0.812, 19.496, -1.650], [-0.581, 19.592, -1.394], [2.584, 18.461, -1.148], [1.176, 17.437, -1.348], [1.386, 18.536, 0.160], [0.893, 19.431, -2.735], [1.263, 20.436, -1.333], [-0.978, 20.204, -2.018]], "lowdin_spin": [-0.0002, 0.0007, 0.0000, 0.0001, -0.0004, 0.0000, 0.0213, 0.0562, 0.0020, 0.0020, 0.0120, 0.0002, 0.0743, 0.3112, 0.0174, 0.0050, 0.0397, 0.0015, 0.0001, 0.0000, 0.0000, 0.0000, 0.0000, 0.0001, 0.0000, 0.0000, 0.0000, 0.0234, 0.0187, 0.1661, 0.0031, -0.0002, 0.0000, 0.0023, 0.0032, 0.0002, 0.0002, 0.0002, 0.0013, 0.0000, 0.0000, 0.0000, 0.0000, 0.0000, -0.0001, 0.0000, 0.0005, 0.0013, 0.0000, 0.0000, 0.0000, 0.0002, 0.0002, 0.0000, 0.0034, 0.0026, 0.0181, -0.0001, -0.0002, 0.0007, 0.0000, 0.0006, 0.0000, 0.0033, 0.0292, 0.1514, 0.0000, 0.0012, 0.0004, 0.0095, 0.0167, -0.0008], "homo_lumo_gap_ev": [9.276, 2.067], "largest_force_ev_per_a": 3.18, "total_charge": 1, "de_lowest_kj_mol": 451.2, "e_lumo_ev": [-2.78, -9.97], "energy_ev": -34746.6958, "homo_energy_ev": [-12.058, -12.041], "spin_multiplicity": 2}

(6)
{"formula": "CH5N2P", "method": "the ωB97M-V functional and the def2-TZVPD basis", "elements": ["C", "N", "P", "N", "H", "H", "H", "H", "H"], "coordinates": [[-0.872, 1.423, 0.289], [0.154, 0.331, 0.314], [-0.397, -1.159, -0.167], [1.068, -1.894, -0.391], [-0.658, 2.247, -0.307], [-0.778, 1.801, 1.360], [-1.860, 1.180, 0.140], [1.942, -1.482, -0.114], [1.400, -2.447, -1.122]], "nbo_charge": [-0.4364, -0.8714, 1.1335, -1.1909, 0.1981, 0.1889, 0.1724, 0.4044, 0.4013], "homo_lumo_gap_ev": 9.023, "smiles": "C/N=P/N", "largest_force_ev_per_a": 5.34, "de_lowest_kj_mol": 65.3, "e_lumo_ev": 0.29, "energy_ev": -13385.8932, "homo_energy_ev": -8.732}